Record 1
DFT (ωB97M-V/def2-TZVPD) results for C16H21AsF6N7O4PReS as an isolated structure at a distorted geometry.

Geometry as XYZ:
```
58
Properties=species:S:1:pos:R:3:forces:R:3
Re -0.18342 0.10651 -0.12793 -0.4 0.8 -3.4
N -1.59943 0.72872 2.97842 0.6 0.3 -0.9
C -0.25172 0.50018 2.97460 -2.1 0.6 1.3
N 0.34752 0.48586 4.14612 1.1 -0.3 0.0
C 1.66810 0.17245 4.14667 -1.1 0.4 1.8
N 2.30666 0.10632 5.32657 -0.8 0.0 -1.1
N 2.38385 -0.06966 3.04513 0.2 -0.3 -1.7
C 1.73425 -0.02784 1.90753 -0.1 0.2 2.2
N 0.38609 0.27439 1.79861 1.7 -0.3 -0.4
C 2.49805 -0.29470 0.70165 1.8 -0.6 -2.1
C 3.92224 -0.27663 0.65541 -2.2 0.1 1.7
C 4.55839 -0.36399 -0.54854 0.2 -0.4 -1.4
C 3.78742 -0.52134 -1.72417 -0.3 -0.1 0.8
C 2.39814 -0.61169 -1.63927 1.0 0.2 1.0
N 1.78463 -0.51971 -0.44038 0.7 0.6 0.9
H -2.07740 0.99276 3.84260 0.7 -0.2 -0.3
H -2.05311 1.02998 2.10430 0.3 -0.4 0.7
H 1.78247 0.27708 6.17994 0.3 -0.2 -0.3
H 3.23836 -0.27760 5.32083 0.0 0.2 0.3
H 4.40653 -0.18129 1.62675 0.2 0.1 -0.4
H 5.65510 -0.33725 -0.57445 -0.5 0.0 -0.2
H 4.22790 -0.59646 -2.70228 0.2 0.0 -0.1
H 1.76043 -0.69200 -2.49219 -0.2 -0.1 -0.4
O 0.65179 1.69804 -0.88365 -1.4 3.2 0.7
N -0.22526 2.82512 -0.87846 0.5 -0.2 -0.5
C 0.41535 4.00813 -1.14007 -1.0 -0.7 0.3
C -0.36911 5.12198 -1.31756 -0.5 0.2 0.1
C -1.77010 5.02618 -1.24598 -0.4 -0.3 -0.5
C -2.38983 3.80939 -0.94891 -0.1 0.1 0.1
C -1.60576 2.67408 -0.73220 2.0 1.5 -0.5
S -2.25989 1.18460 -0.22037 -0.2 -0.6 0.3
H 1.50976 3.97731 -1.14704 -0.6 -0.1 -0.2
H 0.07209 6.08858 -1.50859 0.2 -0.1 -0.1
H -2.40342 5.88934 -1.51202 0.5 -0.4 0.4
H -3.49028 3.69305 -0.85194 1.0 0.2 -0.2
C -3.74398 -2.15269 0.06217 -1.0 -0.1 -0.1
O -2.57973 -1.91889 0.85830 2.0 0.4 -0.4
P -1.06812 -1.96181 0.24667 -3.3 -4.7 1.4
O -0.24756 -2.49403 1.49276 0.1 0.1 -0.5
C -0.64485 -3.63664 2.30872 -0.1 0.2 0.1
O -1.25395 -3.17507 -0.80315 0.5 1.5 0.9
C -0.18754 -3.56073 -1.71105 -0.2 -0.7 -0.2
H -4.59265 -1.97484 0.74476 0.4 -0.1 -0.4
H -3.74956 -3.19904 -0.28101 -0.1 0.6 0.0
H -3.79441 -1.43547 -0.77413 0.0 -0.4 0.2
H 0.22387 -3.81348 2.93762 -0.2 -0.2 0.0
H -0.88451 -4.49904 1.68603 0.1 0.1 0.0
H -1.51173 -3.33662 2.89859 0.1 -0.1 0.0
H -0.36598 -4.63601 -1.91701 0.3 0.7 0.1
H 0.80087 -3.41496 -1.25544 -0.2 -0.1 -0.1
H -0.30995 -2.97925 -2.61973 0.2 0.0 -0.1
F -0.33996 -0.15675 -2.19956 -0.3 -0.6 0.2
As -1.03509 0.35046 -4.19345 -1.0 0.9 0.8
F -0.50672 1.95326 -3.65415 -0.2 -1.4 -0.4
F 0.58406 -0.07310 -4.62264 -0.7 0.1 0.5
F -1.51753 0.86084 -5.72578 0.1 -0.3 0.4
F -1.53342 -1.30533 -4.26007 0.6 0.8 0.1
F -2.55797 0.65929 -3.33760 1.4 -0.1 -0.6
```
Positions in Å, forces in eV/Å.

Results
- energy (eV) = -134941.8838
- multiplicity = 4
- Kohn-Sham gap (alpha / beta) (eV) = 7.56 / 6.55
- HOMO energy (alpha / beta) (Eh) = -0.5419 / -0.5581
- charge = +2

Record 2
DFT (ωB97M-V/def2-TZVPD) results for a 2-piece molecular cluster, C3H7NO2 overall.

Geometry as XYZ:
```
13
Properties=species:S:1:pos:R:3:forces:R:3
C 0.08015 -0.21563 0.94261 0.0 0.0 -0.2
C 0.52282 -0.47401 -0.28947 0.0 -0.1 0.3
C 1.16793 -1.74544 -0.75581 0.0 0.0 0.0
N 0.52528 0.55311 -1.31153 -0.4 0.4 0.1
O -0.29161 1.43763 -1.17803 0.4 -0.5 -0.1
H -0.38391 0.73206 1.20410 0.2 -0.2 0.0
H 0.16295 -0.96654 1.72341 0.0 0.1 -0.1
H 2.05539 -1.52443 -1.35668 -0.1 0.0 0.1
H 1.45857 -2.37186 0.09121 -0.1 0.1 -0.1
H 0.48031 -2.32040 -1.38680 0.1 0.1 0.1
O -2.14309 2.07233 1.01605 0.0 0.2 -0.1
H -1.77002 1.83722 0.15226 -0.1 0.0 0.1
H -1.86479 2.98595 1.14867 -0.1 -0.1 0.0
```
Positions in Å, forces in eV/Å.

Results
- energy (eV) = -8806.6101
- Kohn-Sham gap (alpha / beta) (eV) = 8.65 / 8.65
- HOMO energy (alpha / beta) (Eh) = -0.3491 / -0.3491
- charge = 0

Record 3
DFT (ωB97M-V/def2-TZVPD) results for an isolated molecule of C3BrF3 at a distorted geometry.

Geometry as XYZ:
```
7
Properties=species:S:1:pos:R:3:forces:R:3
C 1.39756 0.58888 0.64431 -2.4 0.6 -1.3
C -1.17790 -0.12055 -0.82846 2.6 0.1 -0.9
C 0.05878 -0.28720 0.08030 1.6 1.0 -0.6
F 1.47682 1.62038 -0.17305 0.2 -0.6 0.6
F -0.24458 -1.20373 0.95360 -0.3 -1.3 1.6
F 1.19020 -0.84958 -0.66704 -1.1 -0.1 -0.4
Br -2.70088 0.25180 -0.00965 -0.7 0.3 0.9
```
Positions in Å, forces in eV/Å.

Results
- energy (eV) = -81297.8755
- Kohn-Sham gap (alpha / beta) (eV) = 7.46 / 7.49
- HOMO energy (alpha / beta) (Eh) = -0.3406 / -0.3453
- charge = 0

- Among the records above, which one has the lowest energy?
  C16H21AsF6N7O4PReS

- Which formula does entry 2 have?
  C3H7NO2